The following is a quantum chemistry calculation of C4H7NO2 in the gas phase, from the Open Molecules 2025 dataset.

The energy above the lowest of the compared OMol25 structures with the same formula, charge and spin is 1.556 eV. The value obtained for the strongest force on any atom is 0.73 eV/Å. As for the SMILES: O=C1CNC[C@@H]1O.

Structure (ORCA input):
```
! RIJCOSX wB97M-V def2-TZVPD def2/J DEFGRID3
* xyz 0 1
O 0.6646 -2.1540 -0.2312
C 0.1062 -1.1125 0.0302
C -1.2712 -0.6224 -0.4152
N -1.1819 0.8148 -0.2391
C 0.2395 1.1766 -0.2596
C 0.8268 0.0728 0.6338
O 2.1973 -0.1236 0.7217
H -1.3906 -0.9173 -1.4723
H -2.0650 -1.1120 0.1613
H -1.9250 1.3438 0.2016
H 0.4756 2.1672 0.1359
H 0.5630 1.1563 -1.3142
H 0.4069 0.3506 1.6102
H 2.3536 -1.0403 0.4370
*
```

The following is a quantum chemistry calculation of 2 unconnected molecules or ions with the total composition C4H7NO2 in a non-equilibrium geometry, from the Open Molecules 2025 dataset.

The energy above the lowest of the compared OMol25 structures with the same formula, charge and spin is 3.200 eV. The value obtained for the strongest force on any atom is 4.02 eV/Å. As for the SMILES: CC(=O)O.C=C=N.

Structure (ORCA input):
```
! RIJCOSX wB97M-V def2-TZVPD def2/J DEFGRID3
* xyz 0 1
C -0.2714 0.3272 -1.6702
C -0.8754 0.2329 -0.3012
O -0.6727 1.0696 0.6283
O -2.0344 -0.4556 -0.3047
H 0.7807 0.5979 -1.5935
H -0.3678 -0.6228 -2.1955
H -0.8048 1.0994 -2.2322
H -2.4491 -0.2891 0.5597
C 0.6705 -1.1813 0.8713
C 1.1020 0.0431 1.2694
N 1.9325 0.8052 1.6853
H 1.3905 -1.8194 0.3695
H -0.1923 -1.6085 1.3627
H 1.7917 1.8013 1.5511
*
```

The following is a quantum chemistry calculation of 2 unconnected molecules or ions with the total composition C4H7NO2, from the Open Molecules 2025 dataset.

The energy above the lowest of the compared OMol25 structures with the same formula, charge and spin is 3.088 eV. The value obtained for the strongest force on any atom is 0.43 eV/Å.

Structure (ORCA input):
```
! RIJCOSX wB97M-V def2-TZVPD def2/J DEFGRID3
* xyz 0 1
C -2.0353 0.7795 -0.1723
C -0.0447 -0.4519 1.5929
O -0.0744 -1.4420 0.7193
C 0.8580 -1.2613 -0.3605
C 1.5227 0.0260 0.0114
N 2.4666 0.6213 -0.5553
O 0.8796 0.4394 1.1771
H -2.5936 1.7149 -0.2008
H -2.6444 -0.0433 -0.5536
H -1.1379 0.8857 -0.7931
H -1.7690 0.5656 0.8668
H 0.3151 -1.2032 -1.3067
H 1.5470 -2.1066 -0.3714
H 2.7103 1.4759 -0.0537
*
```

The following is a quantum chemistry calculation of C4H7NO2 in the gas phase, from the Open Molecules 2025 dataset.

The energy above the lowest of the compared OMol25 structures with the same formula, charge and spin is 1.442 eV. The value obtained for the strongest force on any atom is 0.60 eV/Å. As for the SMILES: C/C=C(/N)OC=O.

Structure (ORCA input):
```
! RIJCOSX wB97M-V def2-TZVPD def2/J DEFGRID3
* xyz 0 1
C -1.2582 -1.1902 0.3646
C -0.1847 -0.7513 -0.5961
C 0.7927 0.0985 -0.2652
N 1.9892 0.3040 -0.9423
O 0.6415 0.9253 0.8337
C -0.4909 1.6915 0.7051
O -1.1971 1.9509 1.6295
H -1.0535 -0.8301 1.3790
H -2.2748 -0.8797 0.0930
H -1.2482 -2.2861 0.4057
H -0.1055 -1.2602 -1.5534
H 2.3418 -0.5526 -1.3504
H 2.6924 0.7538 -0.3696
H -0.6446 2.0262 -0.3336
*
```

The following is a quantum chemistry calculation of 3 unconnected molecules or ions with the total composition C4H7NO2 in a non-equilibrium geometry, from the Open Molecules 2025 dataset.

The energy above the lowest of the compared OMol25 structures with the same formula, charge and spin is 2.329 eV. The value obtained for the strongest force on any atom is 1.47 eV/Å.

Structure (ORCA input):
```
! RIJCOSX wB97M-V def2-TZVPD def2/J DEFGRID3
* xyz 0 1
C 1.1891 -1.2683 0.0234
C -0.0211 -1.6353 -0.7895
C -1.3597 0.9423 1.2832
N -0.2672 1.5841 1.2533
C 0.2551 2.2438 -1.6472
O 0.8028 1.4579 -2.2581
O -0.8819 -0.8615 -1.1405
H 1.1081 -0.2472 0.4085
H 2.0795 -1.3567 -0.6126
H 1.3174 -1.9812 0.8466
H -0.0951 -2.7078 -1.0739
H -1.3312 -0.1428 1.3960
H -2.3558 1.3906 1.1925
H -0.4399 2.5822 1.1183
*
```

The following is a quantum chemistry calculation of C4H7NO2 in the gas phase in a non-equilibrium geometry, from the Open Molecules 2025 dataset.

The energy above the lowest of the compared OMol25 structures with the same formula, charge and spin is 5.214 eV. The value obtained for the strongest force on any atom is 1.18 eV/Å.

Structure (ORCA input):
```
! RIJCOSX wB97M-V def2-TZVPD def2/J DEFGRID3
* xyz 0 1
O -1.2745 -0.4342 1.7150
C -1.0988 0.0570 0.4103
C -0.2302 1.2643 0.3174
O 1.1298 0.8856 0.5829
C 1.6782 -0.1162 -0.1184
N 1.2753 -0.7774 -1.1269
C -0.0371 -1.0239 -1.4035
H -0.4452 -0.6156 2.1798
H -2.1031 0.1917 0.0347
H -0.3550 1.6809 -0.6861
H -0.4299 2.0421 1.0685
H 2.6743 -0.3243 0.2531
H -0.2252 -1.1712 -2.4890
H -0.5596 -1.6682 -0.7447
*
```